No. 1
DFT (the ωB97M-V functional and the def2-TZVPD basis) results for C51H38Cl5N4O5PTa as an isolated structure.

Results
- HOMO energy: -10.72 eV
- Max |F|: 1.0 eV Å⁻¹
- Orbital gap: 6.88 eV

ORCA input file:
```
! wB97M-V def2-TZVPD RIJCOSX def2/J DEFGRID3
* xyz 1 1
C 2.228 3.246 2.061
C -2.256 1.277 5.143
H -3.304 -0.795 2.689
C 0.392 -4.682 -0.386
O 2.544 4.370 -1.616
C -0.348 5.962 1.514
C -1.835 0.787 -2.184
C -3.106 0.505 4.368
C 0.955 -2.590 3.462
H 1.010 5.409 3.074
Cl -6.187 3.307 -1.226
H -0.638 -3.068 -2.783
C 2.325 0.014 -3.190
N 1.443 -1.246 -1.399
H 4.739 -2.783 0.093
C 0.664 3.775 0.143
C -1.866 -3.624 1.792
H -4.648 3.758 1.104
H -0.647 3.322 -2.198
N 2.033 1.010 -2.359
C 2.652 -3.069 -0.309
C -3.874 1.991 -1.657
H 3.251 -0.633 -4.984
O 2.174 -2.335 -3.301
H -0.243 1.982 5.389
Cl 0.314 -4.190 -5.528
O -0.816 1.571 0.319
C 2.106 -0.947 2.148
H -4.912 -4.610 0.684
C 2.494 2.233 -2.604
Cl 0.610 -2.463 -7.844
C -4.605 2.763 -0.805
C 3.291 -1.176 2.846
H -4.267 1.699 -2.621
C -2.937 -1.872 0.551
C -0.303 4.580 -0.462
C -0.739 4.363 -1.886
C -2.580 1.568 -1.276
H 2.626 3.764 2.931
C -4.064 3.138 0.438
C -0.874 -2.988 -1.719
C 3.241 2.523 -3.728
H 2.156 -3.563 4.940
O 2.848 0.594 0.398
C 1.435 -2.563 -0.796
H -1.021 -4.023 2.331
C -2.807 2.743 0.821
C 0.925 -1.663 2.433
C 1.938 -1.325 -2.669
Ta 0.797 0.632 -0.559
C -1.841 -2.331 1.285
H -1.163 -1.958 -1.529
H -0.114 4.957 -2.557
H -1.723 -3.636 -1.505
C 1.144 4.065 1.420
H 1.846 2.281 2.405
H 3.597 -4.722 0.655
C 3.966 -2.378 -0.560
H 4.177 -0.608 2.593
C 0.627 5.167 2.091
N 1.253 2.711 -0.642
C 0.325 -3.398 -0.918
C 2.667 -4.337 0.256
C 3.046 0.216 -4.348
H -0.471 -5.328 -0.475
H -4.885 -2.306 -0.224
N -0.404 -0.701 -4.900
C -1.277 -0.096 2.913
H 4.212 -2.326 4.400
C -4.042 -2.679 0.341
C -0.370 -2.826 -6.414
H 3.939 -1.300 -0.439
H -1.773 4.675 -2.029
C -2.967 -4.439 1.569
Cl -2.041 -3.177 -6.890
H -2.931 -0.863 0.148
C 3.502 1.497 -4.625
H -2.633 1.795 6.014
H 0.619 0.783 3.451
C 2.142 -2.829 4.146
C 3.306 -2.130 3.844
H 0.059 -3.110 3.766
H -2.261 0.538 -3.161
H -2.970 -5.449 1.959
C -0.433 0.700 3.690
H 4.273 -2.575 -1.591
Cl -2.176 3.248 2.329
H -4.152 0.420 4.629
C -0.381 -1.644 -5.552
C -0.916 1.379 4.795
C -4.056 -3.971 0.849
C -2.623 -0.177 3.260
C 1.536 -5.137 0.240
C 2.006 -0.025 1.048
H 1.570 -6.135 0.657
H -1.563 6.289 -0.220
C -0.811 5.663 0.246
O -0.689 0.330 -1.961
H 3.048 3.050 1.370
P -0.558 -1.064 1.523
H 3.594 3.534 -3.868
H 4.075 1.690 -5.522
H -0.739 6.817 2.048
C -2.009 1.937 -0.027
C 2.127 3.234 -1.563
*
```

---

No. 2
DFT (the ωB97M-V functional and the def2-TZVPD basis) results for C5H10N2O as an isolated structure.

Results
- HOMO energy: -7.59 eV
- Max |F|: 2.0 eV Å⁻¹
- Orbital gap: 7.14 eV

ORCA input file:
```
! wB97M-V def2-TZVPD RIJCOSX def2/J DEFGRID3
* xyz 0 1
C 1.889 0.169 0.123
O -0.935 -1.815 -0.144
H -2.035 -0.276 -1.598
H 2.215 2.151 0.333
H -2.117 1.483 -1.701
C -1.845 0.647 -1.051
H 2.007 -1.839 0.760
H 0.228 0.813 -1.550
C -0.165 -0.955 0.304
H -0.208 1.615 -0.011
N -0.296 -0.456 1.673
H -1.238 -0.115 1.830
H -2.508 0.651 -0.183
N 2.417 1.171 0.472
H -0.143 -1.238 2.308
H 1.615 -1.563 -0.967
C -0.382 0.743 -0.644
C 1.499 -1.184 0.047
*
```

---

No. 3
DFT (the ωB97M-V functional and the def2-TZVPD basis) results for one molecule with the formula C4H4N2.

Results
- HOMO energy: -9.73 eV
- Max |F|: 5.2 eV Å⁻¹
- Orbital gap: 9.91 eV
- Structure (SMILES): C#C/C=N\N=C

ORCA input file:
```
! wB97M-V def2-TZVPD RIJCOSX def2/J DEFGRID3
* xyz 0 1
C 0.541 0.390 2.213
H 0.809 1.340 2.995
H -2.003 -1.126 -0.847
N 0.365 0.426 0.958
C -0.881 -0.708 -0.616
H 1.295 0.644 -3.294
N -0.696 -0.643 0.635
C 0.088 -0.005 -1.368
C 0.616 0.505 -2.359
H 0.022 -0.427 2.775
*
```

---

- Among the records above, which one has the lowest max |F|?
  C51H38Cl5N4O5PTa